# 1
Formula: C27H6ClF4N7O9Ru
Source: OMol25
Level of theory: ωB97M-V/def2-TZVPD

CARTESIAN COORDINATES (ANGSTROEM)
Ru  -0.051  0.237  0.045
Cl  -2.870  -3.125  5.949
C  -2.360  -2.752  4.350
C  -2.126  -3.764  3.432
C  -1.637  -3.451  2.176
C  -1.367  -2.142  1.812
O  -0.761  -1.857  0.578
C  -1.722  -1.092  2.691
C  -1.744  0.340  2.445
O  -1.350  0.997  1.487
C  -2.201  -1.441  3.964
H  -2.314  -4.794  3.699
H  -1.471  -4.261  1.486
H  -2.225  0.914  3.246
H  -2.431  -0.654  4.670
O  0.469  3.978  -1.695
C  -0.053  2.945  -1.340
O  0.498  2.080  -0.527
C  -1.472  2.636  -1.830
C  -2.118  3.651  -2.506
C  -3.422  3.490  -2.950
C  -4.138  2.345  -2.662
C  -3.518  1.328  -1.976
C  -2.130  1.391  -1.626
O  -1.529  0.316  -1.220
N  -4.333  0.184  -1.566
O  -3.990  -0.464  -0.590
O  -5.365  -0.013  -2.183
N  -4.070  4.566  -3.701
O  -3.397  5.538  -3.987
O  -5.243  4.418  -3.998
H  -1.590  4.575  -2.688
H  -5.174  2.258  -2.953
F  -0.630  -3.891  -0.376
C  0.128  -2.813  0.024
C  0.729  -2.276  -1.292
F  -0.305  -2.315  -2.214
C  1.813  -3.207  -1.811
C  2.175  -4.313  -1.045
C  1.955  -4.341  0.333
F  2.669  -5.162  1.064
C  1.214  -3.328  0.951
C  1.635  -2.616  2.113
C  1.507  -1.233  1.971
N  1.325  -0.177  1.523
C  2.340  -3.192  3.193
N  2.903  -3.632  4.096
F  3.004  -5.210  -1.555
C  2.532  -2.781  -2.971
C  2.488  -1.422  -3.143
N  2.675  -0.125  -3.290
C  3.359  -3.623  -3.771
N  4.037  -4.280  -4.426
N  1.879  -0.555  -2.234
C  1.119  -0.786  -1.248

Properties
Multiplicity: 5
Energy relative to the best compared isomer or geometry (same formula, charge and spin) (kJ/mol): 376.98
Strongest force on any atom (eV/Å): 2.64
HOMO-LUMO gap (spin up / spin down) (eV): 5.66 / 5.31

***

# 2
Formula: C27H72BN3O10PS6
Source: OMol25
Level of theory: ωB97M-V/def2-TZVPD

CARTESIAN COORDINATES (ANGSTROEM)
C  -3.045  -10.277  4.706
C  -2.493  -9.460  3.519
P  -3.944  -8.746  2.673
C  -4.305  -7.266  3.688
N  -3.269  -7.974  1.155
C  -2.327  -7.058  1.062
N  -1.454  -6.808  2.045
N  -2.144  -6.319  -0.145
C  -3.349  -5.723  -0.721
C  -3.013  -4.871  -1.930
C  -4.262  -4.173  -2.488
C  -4.493  -2.830  -1.777
C  -3.692  -1.672  -2.407
C  -2.919  -0.845  -1.364
C  -2.750  0.645  -1.715
C  -1.352  1.176  -1.364
C  -0.416  1.175  -2.574
C  1.007  1.585  -2.225
O  1.034  2.882  -1.653
C  1.308  2.841  -0.258
O  -1.640  -7.309  -1.043
B  -0.335  -7.000  -1.489
O  -0.052  -7.251  -2.805
O  0.581  -6.625  -0.554
H  -4.063  -10.631  4.526
H  -3.078  -9.639  5.588
H  -2.403  -11.126  4.924
H  -1.935  -10.082  2.817
H  -1.859  -8.677  3.932
H  -4.606  -6.410  3.085
H  -5.146  -7.563  4.317
H  -3.467  -7.013  4.337
H  -4.028  -7.810  0.499
H  -1.212  -5.850  2.237
H  -0.947  -7.548  2.500
H  -3.788  -5.094  0.058
H  -4.073  -6.490  -1.032
H  -2.542  -5.483  -2.701
H  -2.287  -4.104  -1.640
H  -5.133  -4.822  -2.364
H  -4.121  -4.010  -3.556
H  -4.130  -2.944  -0.750
H  -5.558  -2.602  -1.762
H  -4.378  -1.008  -2.936
H  -2.988  -2.081  -3.136
H  -3.445  -0.924  -0.411
H  -1.916  -1.268  -1.259
H  -3.498  1.215  -1.163
H  -2.939  0.801  -2.781
H  -1.424  2.198  -0.992
H  -0.916  0.560  -0.572
H  -0.396  0.168  -3.008
H  -0.816  1.881  -3.306
H  1.441  0.863  -1.524
H  1.614  1.608  -3.134
H  1.048  3.805  0.172
H  2.370  2.630  -0.098
H  0.717  2.065  0.234
H  -0.214  -6.522  -3.410
H  1.186  -5.937  -0.846
C  3.383  -1.104  2.269
S  2.136  -0.223  3.212
O  1.037  0.125  2.267
C  3.093  1.268  3.458
H  2.951  -2.061  1.978
H  3.660  -0.525  1.391
H  4.259  -1.267  2.895
H  3.378  1.675  2.490
H  3.982  1.036  4.042
H  2.465  1.976  3.997
C  6.438  3.328  2.893
S  6.603  2.117  1.580
O  5.764  0.946  1.969
C  8.305  1.670  1.931
H  5.415  3.699  2.870
H  6.647  2.852  3.851
H  7.127  4.152  2.710
H  8.379  1.309  2.957
H  8.943  2.539  1.778
H  8.585  0.881  1.236
C  0.416  6.523  -1.664
S  2.202  6.365  -1.774
O  2.690  6.054  -0.399
C  2.499  8.101  -2.076
H  0.016  5.538  -1.432
H  0.172  7.237  -0.877
H  0.035  6.862  -2.628
H  2.086  8.688  -1.255
H  2.031  8.361  -3.028
H  3.575  8.254  -2.141
C  -1.766  -5.322  7.729
S  -1.407  -5.954  6.095
O  -1.909  -7.361  6.037
C  0.374  -6.046  6.286
H  -2.847  -5.238  7.820
H  -1.380  -6.017  8.474
H  -1.310  -4.339  7.839
H  0.611  -6.687  7.133
H  0.770  -5.042  6.436
H  0.786  -6.470  5.373
C  1.865  6.464  -7.151
S  2.888  7.574  -6.181
O  1.986  8.224  -5.191
C  3.170  8.779  -7.481
H  1.545  5.660  -6.491
H  0.999  7.009  -7.526
H  2.453  6.054  -7.972
H  2.212  9.159  -7.833
H  3.725  8.310  -8.294
H  3.759  9.587  -7.053
C  -2.004  10.790  -2.111
S  -0.214  10.686  -2.222
O  0.282  10.404  -0.849
C  0.063  12.434  -2.526
H  -2.373  9.794  -1.876
H  -2.276  11.486  -1.317
H  -2.408  11.117  -3.069
H  -0.355  13.013  -1.703
H  -0.398  12.714  -3.473
H  1.139  12.587  -2.581

Properties
Strongest force on any atom (eV/Å): 1.44
Net charge: +1
HOMO-LUMO gap (eV): 5.82